# C4H7OP

A single C4H7OP molecule in a non-equilibrium geometry (the ωB97M-V functional and the def2-TZVPD basis, the Open Molecules 2025 dataset).

## Properties
LUMO (spin up / spin down) ... -0.0133 / -0.0123 hartree
Energy ... -573.0683 a.u.
Charge ... 0
Energy above the lowest of the compared OMol25 structures with the same formula, charge and spin ... 3.455 eV
HOMO-LUMO gap (spin up / spin down) ... 6.92 / 6.94 eV
HOMO energy (spin up / spin down) ... -7.28 / -7.28 eV
Maximum force ... 0.0714 hartree/bohr

Geometry as XYZ:
```
13
Properties=species:S:1:pos:R:3:lowdin_charge:R:1
P -2.874 -0.378 1.593 0.702
O -1.590 0.432 1.291 -0.666
C 0.169 -0.945 0.282 -0.105
C 1.373 -1.188 -0.580 -0.085
C -0.518 0.224 0.349 -0.392
C -0.311 1.586 -0.248 -0.037
H -0.342 -1.774 0.792 0.091
H 1.229 -1.936 -1.262 0.030
H 1.450 -0.354 -1.396 0.117
H -0.478 2.321 0.706 0.144
H 2.227 -1.414 0.022 0.069
H 0.689 1.544 -0.464 0.021
H -1.025 1.884 -1.085 0.111
```



# C19H19BrN2O2S

A single C19H19BrN2O2S molecule (the ωB97M-V functional and the def2-TZVPD basis, the Open Molecules 2025 dataset).

## Properties
LUMO ... -0.0138 hartree
Energy ... -3967.6319 a.u.
Charge ... 0
SMILES ... CCOCCCNC(=O)c1cc(-c2ccc(Br)s2)nc2ccccc12
Energy above the lowest of the compared OMol25 structures with the same formula, charge and spin ... 1.128 eV
HOMO-LUMO gap ... 7.87 eV
HOMO energy ... -8.25 eV
Maximum force ... 0.0179 hartree/bohr

Geometry as XYZ:
```
44
Properties=species:S:1:pos:R:3:lowdin_charge:R:1
Br 6.991 -0.511 0.102 0.705
S 3.902 -0.060 0.313 1.028
O -1.386 -4.021 -0.044 -0.153
O -1.178 -0.953 1.905 0.086
N 1.329 2.933 -0.103 0.172
N -2.306 -0.507 -0.009 0.070
C 0.871 -3.434 0.757 -0.073
C -2.299 2.565 0.455 -0.030
C -2.689 3.854 0.210 -0.076
C -1.343 -0.276 0.913 -0.459
C 3.192 1.507 0.067 -0.457
C -1.478 -3.164 -1.156 -0.235
C -0.453 0.885 0.578 -0.057
C -0.945 2.195 0.338 -0.099
C 0.897 0.661 0.514 0.044
C -0.424 4.507 -0.265 -0.011
C -3.147 -1.682 0.015 -0.169
C -0.091 -4.502 0.238 -0.260
C -2.890 -2.587 -1.191 -0.145
C 1.765 1.721 0.162 -0.278
C 5.455 1.932 -0.234 -0.204
C 0.015 3.190 -0.009 -0.209
C 5.476 0.594 0.031 -1.050
C 4.150 2.448 -0.212 -0.105
C -1.748 4.827 -0.161 -0.076
H -1.269 -3.723 -2.084 0.128
H 1.297 -0.320 0.726 0.086
H -3.022 1.824 0.762 0.111
H 0.320 5.242 -0.530 0.112
H 6.339 2.510 -0.433 0.107
H 1.728 -3.911 1.224 0.076
H -3.728 4.131 0.307 0.103
H -3.030 -2.030 -2.120 0.113
H -3.603 -3.411 -1.165 0.118
H -2.081 5.837 -0.353 0.104
H 0.361 -2.817 1.494 0.066
H -0.250 -5.258 1.010 0.120
H -2.336 0.065 -0.840 0.150
H -2.907 -2.222 0.932 0.123
H 3.898 3.476 -0.393 0.113
H -4.199 -1.377 0.035 0.121
H -0.748 -2.345 -1.083 0.112
H 1.234 -2.800 -0.050 0.060
H 0.332 -4.993 -0.654 0.118
```



# C4H5N3

A single C4H5N3 molecule in a non-equilibrium geometry (the ωB97M-V functional and the def2-TZVPD basis, the Open Molecules 2025 dataset).

## Properties
LUMO ... 0.0204 hartree
Energy ... -319.6353 a.u.
Charge ... 0
SMILES ... CNC(C#N)C#N
Energy above the lowest of the compared OMol25 structures with the same formula, charge and spin ... 2.092 eV
HOMO-LUMO gap ... 10.66 eV
HOMO energy ... -10.10 eV
Maximum force ... 0.0225 hartree/bohr

Geometry as XYZ:
```
12
Properties=species:S:1:pos:R:3:lowdin_charge:R:1
N -0.387 0.506 -0.321 -0.088
N 2.609 1.438 1.094 0.172
N 1.705 -1.739 -1.766 0.164
C 0.769 -0.203 0.168 -0.346
C 1.336 -1.063 -0.906 -0.158
C 1.813 0.708 0.682 -0.161
C -1.698 0.025 0.072 -0.103
H -0.274 1.508 -0.328 0.119
H -2.404 0.146 -0.755 0.081
H -2.110 0.521 0.961 0.082
H 0.505 -0.869 1.003 0.152
H -1.634 -1.048 0.277 0.085
```



# C10H9FHgN5O4

A molecular structure, C10H9FHgN5O4 (the ωB97M-V functional and the def2-TZVPD basis, the Open Molecules 2025 dataset).

## Properties
<S²> ... 0.76
LUMO (spin up / spin down) ... 0.0072 / -0.0254 hartree
Energy ... -1214.5218 a.u.
Charge ... 0
Multiplicity ... 2
HOMO-LUMO gap (spin up / spin down) ... 8.02 / 8.18 eV
HOMO energy (spin up / spin down) ... -7.82 / -8.87 eV
Maximum force ... 0.0125 hartree/bohr

Geometry as XYZ:
```
30
Properties=species:S:1:pos:R:3:mulliken_spin:R:1
Hg 0.357 -2.227 3.007 0.000
F -1.164 0.905 -1.439 0.003
O 0.718 4.347 2.203 0.042
O 3.653 1.063 3.627 0.003
O -2.771 2.928 -0.351 0.051
O 1.333 0.991 3.459 0.002
N -0.460 -2.643 -0.114 0.000
N -1.809 -3.843 -2.226 0.000
N -0.106 -3.264 -3.675 0.000
N -1.015 3.570 0.947 -0.011
N 1.128 2.660 0.706 0.045
C 0.046 -2.660 -1.330 0.000
C 2.495 1.002 3.519 -0.003
C 0.295 3.595 1.360 0.012
C -1.618 2.775 -0.034 0.001
C -0.637 -3.246 -2.409 0.000
C -2.303 -3.832 -0.989 0.000
C 0.592 1.755 -0.192 -0.059
C 2.474 2.692 1.001 0.807
C -1.647 -3.227 0.065 0.000
C -0.690 1.786 -0.558 0.089
H -2.067 -3.204 1.064 0.000
H 1.266 1.010 -0.590 -0.003
H -3.257 -4.326 -0.845 0.000
H -0.742 -3.536 -4.405 0.000
H 2.818 3.455 1.676 0.013
H 1.021 -2.203 -1.478 0.000
H -1.619 4.245 1.394 -0.001
H 0.570 -2.561 -3.914 0.000
H 3.139 1.993 0.520 0.009
```



# C3H12N2Si

2 unconnected molecules or ions with the total composition C3H12N2Si in a non-equilibrium geometry (the ωB97M-V functional and the def2-TZVPD basis, the Open Molecules 2025 dataset).

## Properties
LUMO ... 0.0353 hartree
Energy ... -520.4170 a.u.
Charge ... 0
SMILES ... CN[SiH3].C=NC
Energy above the lowest of the compared OMol25 structures with the same formula, charge and spin ... 4.248 eV
HOMO-LUMO gap ... 9.41 eV
HOMO energy ... -8.45 eV
Maximum force ... 0.0823 hartree/bohr

Geometry as XYZ:
```
18
Properties=species:S:1:pos:R:3:lowdin_charge:R:1
Si 2.683 1.716 0.916 0.558
N 1.524 0.986 -0.124 -0.319
N -1.911 -0.903 -0.213 -0.109
C -1.835 -2.084 0.241 -0.105
C 1.812 0.093 -1.173 -0.259
C -3.164 -0.143 0.111 -0.147
H -2.901 0.920 0.191 0.054
H -1.000 -2.653 0.011 0.026
H 1.066 0.287 -2.012 0.082
H 1.569 -1.050 -0.937 0.094
H 2.887 0.980 2.167 -0.101
H -2.649 -2.697 0.802 0.101
H 2.822 0.138 -1.537 0.039
H -3.794 -0.448 -0.883 0.122
H -3.713 -0.585 1.017 0.078
H 3.886 1.467 0.129 -0.067
H 0.555 0.984 0.182 0.056
H 2.162 2.992 1.110 -0.103
```



# C39H26BrClILaN6O5

A molecular structure, C39H26BrClILaN6O5 in a non-equilibrium geometry (the ωB97M-V functional and the def2-TZVPD basis, the Open Molecules 2025 dataset).

## Properties
LUMO ... -0.0163 hartree
Energy ... -5570.1007 a.u.
Charge ... 0
Energy above the lowest of the compared OMol25 structures with the same formula, charge and spin ... 1.543 eV
HOMO-LUMO gap ... 7.25 eV
HOMO energy ... -7.69 eV
Maximum force ... 0.0430 hartree/bohr

Geometry as XYZ:
```
80
Properties=species:S:1:pos:R:3:lowdin_charge:R:1
La 1.174 1.900 0.263 1.898
I 1.507 4.849 -1.324 1.029
Br -4.404 -1.971 -5.090 0.734
Cl 5.501 -1.100 3.904 0.845
O 7.256 1.097 2.864 0.081
O 1.465 -0.346 0.239 -0.307
O 4.264 3.645 0.671 0.037
O 6.540 2.702 1.522 0.131
O 2.184 3.449 1.471 -0.323
N -2.617 -3.960 1.301 0.082
N -0.933 0.628 1.197 0.002
N -3.593 -4.045 0.545 0.071
N 2.829 1.509 -1.608 0.093
N 3.188 -0.040 3.030 -0.042
N 2.689 1.035 2.399 0.070
C -1.594 -3.007 1.100 -0.277
C 2.306 -1.058 3.495 -0.192
C -3.280 0.284 1.495 -0.027
C -4.123 -2.520 -3.294 -0.700
C 4.935 1.210 2.483 -0.045
C -1.225 3.468 -1.806 -0.277
C -1.858 -1.616 1.116 -0.098
C 2.784 -1.208 -3.571 -0.075
C -0.774 -0.708 0.986 -0.172
C -2.641 5.893 -2.228 -0.086
C -0.616 4.745 -1.667 -0.576
C -2.555 3.478 -2.330 -0.175
C -3.137 -1.067 1.346 0.016
C -1.291 5.920 -1.828 -0.163
C -3.710 -3.366 -0.689 -0.274
C -2.137 1.092 1.449 -0.121
C 4.538 0.040 3.105 -0.556
C 1.053 -0.670 3.955 -0.015
C 0.502 -2.977 4.338 -0.078
C 0.539 -1.180 0.608 -0.383
C -2.843 -2.845 -2.881 -0.125
C 3.210 0.930 -2.518 -0.143
C 1.755 -3.353 3.883 -0.074
C 3.396 3.087 1.344 -0.670
C -5.198 -2.591 -2.422 -0.119
C -2.504 1.071 -2.425 -0.076
C -2.632 -3.250 -1.575 -0.005
C -3.171 2.243 -2.635 -0.041
C -4.990 -3.024 -1.126 -0.021
C -0.294 -3.441 0.964 -0.041
C 2.664 -2.398 3.455 -0.050
C 0.153 -1.635 4.374 -0.064
C 3.722 1.804 2.070 -0.143
C -1.231 1.082 -1.815 -0.165
C -0.572 2.246 -1.455 -0.311
C 3.600 0.097 -3.635 -0.188
C 6.346 1.665 2.318 -0.506
C -3.239 4.702 -2.522 -0.042
C 0.737 -2.558 0.658 -0.013
H -2.218 2.158 1.633 0.121
H 3.060 -1.860 -4.396 0.078
H -4.245 0.737 1.672 0.110
H 3.406 0.632 -4.565 0.126
H 4.670 -0.107 -3.570 0.126
H -0.106 -4.509 1.000 0.122
H 5.707 3.077 1.128 0.059
H -2.958 0.121 -2.686 0.084
H -4.251 4.674 -2.908 0.110
H 2.973 -1.724 -2.631 0.080
H -3.996 -1.721 1.433 0.111
H 1.725 -2.938 0.431 0.118
H -0.793 6.865 -1.657 0.088
H -6.189 -2.335 -2.769 0.103
H -3.181 6.826 -2.327 0.103
H -0.823 -1.330 4.729 0.111
H -2.011 -2.789 -3.570 0.105
H -1.642 -3.533 -1.255 0.109
H -0.210 -3.727 4.656 0.110
H -5.824 -3.115 -0.443 0.117
H -4.173 2.245 -3.047 0.110
H -0.771 0.113 -1.622 0.080
H 2.026 -4.399 3.826 0.111
H 3.631 -2.694 3.079 0.082
H 0.798 0.380 3.987 0.115
H 1.720 -0.986 -3.632 0.081
```